Entry 1:
ORCA calculation (the ωB97M-V functional and the def2-TZVPD basis) on a structure of composition C33H34As2F12N3O4SSn at a distorted geometry.

Cartesian coordinates (Å):
Sn (-0.74, 1.46, 1.08)
C (-1.14, -4.77, 2.51)
C (-1.67, -3.52, 1.56)
C (-1.23, -3.21, 0.28)
C (-1.43, -2.03, -0.21)
C (-1.95, -0.94, 0.54)
N (-2.06, 0.31, -0.07)
C (-2.50, 0.63, -1.32)
C (-3.22, -0.45, -1.94)
C (-3.63, -0.35, -3.31)
C (-3.32, 0.77, -3.98)
C (-3.56, 0.80, -5.47)
C (-2.66, 1.87, -3.41)
C (-2.24, 1.85, -2.05)
C (-2.03, 3.15, -1.19)
O (-1.29, 3.09, -0.02)
C (-3.40, 3.92, -0.94)
F (-4.15, 3.24, 0.01)
F (-4.18, 4.14, -2.01)
F (-3.06, 5.07, -0.41)
C (-1.01, 4.05, -2.08)
F (-0.06, 3.21, -2.66)
F (-1.55, 4.67, -3.13)
F (-0.38, 4.95, -1.29)
C (-2.46, -1.24, 1.91)
C (-2.33, -2.52, 2.38)
C (-3.13, 0.00, 2.49)
O (-2.41, 1.23, 2.33)
C (-3.17, -0.14, 4.00)
F (-3.47, 1.16, 4.58)
F (-4.14, -0.83, 4.54)
F (-1.97, -0.66, 4.54)
C (-4.56, 0.16, 1.76)
F (-4.60, 0.37, 0.44)
F (-5.33, -0.91, 2.03)
F (-5.22, 1.16, 2.37)
H (-0.42, -4.99, 3.10)
H (-2.09, -5.24, 2.80)
H (-0.67, -5.03, 1.35)
H (-0.50, -4.14, -0.15)
H (-1.13, -2.03, -1.11)
H (-3.72, -1.13, -1.34)
H (-4.32, -1.27, -3.81)
H (-3.40, 2.00, -5.99)
H (-2.77, 0.26, -6.05)
H (-4.58, 0.63, -5.81)
H (-2.76, 2.62, -4.16)
H (-2.70, -2.32, 3.54)
C (2.15, 1.78, 4.83)
O (3.50, 1.30, 4.81)
C (4.39, 2.10, 4.27)
O (4.34, 3.29, 4.61)
N (5.10, 1.34, 3.27)
N (5.61, 2.25, 2.33)
H (2.09, 2.55, 5.29)
H (1.29, 1.09, 5.54)
H (1.73, 1.60, 3.85)
H (4.71, 0.39, 2.97)
H (6.20, 1.69, 1.68)
H (4.78, 2.50, 1.78)
C (0.64, 0.71, -3.99)
As (1.21, 0.39, -2.09)
C (3.04, 1.33, -2.25)
C (1.98, -1.44, -2.27)
C (1.71, -2.38, -3.38)
C (1.89, -3.75, -3.25)
C (2.25, -4.25, -1.97)
C (2.37, -3.41, -1.03)
C (2.40, -2.02, -1.01)
As (2.94, -0.74, 0.43)
C (2.02, -1.65, 2.28)
C (4.87, -1.53, 0.76)
H (-0.23, 0.12, -4.21)
H (1.51, 0.32, -4.66)
H (0.29, 1.66, -4.29)
H (3.07, 1.28, -3.31)
H (3.84, 0.73, -1.77)
H (2.89, 1.95, -1.22)
H (1.58, -1.93, -4.36)
H (1.83, -4.29, -4.02)
H (2.71, -5.38, -1.72)
H (2.69, -3.97, -0.03)
H (1.26, -1.19, 1.86)
H (1.28, -4.21, 9.35)
H (2.40, -2.57, 2.29)
H (4.81, -1.78, 1.77)
H (5.81, -0.36, 0.51)
H (5.03, -2.52, 0.02)
S (5.16, 4.28, -0.25)
C (5.14, 5.68, 0.33)

The expectation value of S² is 0.7500. Its total charge is -2. For the total energy, the calculation gives -218365.1338 eV. For the gap between HOMO and LUMO, the calculation gives 4.90 eV. The calculation puts the LUMO energy at 0.1348 Ha. Its multiplicity is 2.

Mulliken population analysis, charges in e, atoms 1 to 4:
1. Sn 1.1828
2. C -1.2749
3. C 0.8202
4. C -0.4450

=====

Entry 2:
ORCA calculation (the ωB97M-V functional and the def2-TZVPD basis) on a structure of composition C12H17N9P2Pt.

Cartesian coordinates (Å):
Pt (0.05, -0.11, 0.11)
N (1.75, -2.19, -2.15)
C (0.47, -2.53, -1.81)
N (-0.18, -3.57, -2.29)
N (-1.39, -3.51, -1.68)
N (-1.47, -2.51, -0.90)
N (-0.28, -1.85, -0.94)
C (2.40, -1.07, -1.69)
N (3.62, -0.73, -2.03)
N (3.84, 0.43, -1.37)
N (2.83, 0.76, -0.66)
N (1.87, -0.20, -0.84)
H (2.24, -2.78, -2.81)
C (-0.68, -1.06, 3.42)
P (-0.33, 0.36, 2.35)
C (0.98, 1.27, 3.22)
C (-1.79, 1.44, 2.44)
C (-2.51, 1.63, 3.61)
C (-3.63, 2.46, 3.62)
C (-4.01, 3.11, 2.46)
C (-3.29, 2.94, 1.29)
C (-2.18, 2.10, 1.27)
P (-1.20, 1.81, -0.25)
C (-2.39, 1.87, -1.62)
C (-0.19, 3.30, -0.47)
H (-0.87, -0.76, 4.45)
H (0.19, -1.72, 3.40)
H (-1.53, -1.61, 3.02)
H (0.73, 1.38, 4.27)
H (1.09, 2.25, 2.77)
H (1.93, 0.74, 3.11)
H (-2.22, 1.12, 4.53)
H (-4.19, 2.59, 4.53)
H (-4.88, 3.76, 2.47)
H (-3.61, 3.45, 0.39)
H (-2.84, 2.86, -1.71)
H (-3.16, 1.12, -1.48)
H (-1.85, 1.65, -2.54)
H (0.17, 3.32, -1.50)
H (0.68, 3.26, 0.18)
H (-0.77, 4.20, -0.27)

The expectation value of S² is 2.0047. For the total energy, the calculation gives -47953.3427 eV. For the gap between HOMO and LUMO (spin up / spin down), the calculation gives 7.29 / 6.19 eV. The calculation puts the LUMO energy (spin up / spin down) at -0.0067 / -0.0699 Ha. Its multiplicity is 3.

natural (NBO) population analysis, charges in e, atoms 1 to 4:
1. Pt 0.7508
2. N -0.5778
3. C 0.4549
4. N -0.3711

=====

Entry 3:
ORCA calculation (the ωB97M-V functional and the def2-TZVPD basis) on a structure of composition C18H22AuIN2O2PS2.

Cartesian coordinates (Å):
Au (-0.27, 0.20, 0.06)
C (-1.43, -0.16, -5.93)
C (-1.60, 0.67, -4.68)
O (-1.56, -0.22, -3.54)
P (-2.41, 0.14, -2.23)
S (-2.10, 1.98, -1.63)
S (-1.96, -1.34, -0.94)
O (-3.93, 0.04, -2.72)
C (-4.46, -1.24, -3.14)
C (-5.49, -1.70, -2.15)
H (-1.45, 0.48, -6.81)
H (-2.23, -0.90, -6.01)
H (-0.48, -0.69, -5.91)
H (-2.54, 1.22, -4.69)
H (-0.80, 1.39, -4.56)
H (-3.64, -1.96, -3.24)
H (-4.89, -1.08, -4.13)
H (-5.03, -1.91, -1.18)
H (-5.97, -2.62, -2.51)
H (-6.26, -0.94, -2.01)
I (1.11, -2.31, 1.23)
C (0.35, -1.58, 3.04)
C (0.72, -2.30, 4.13)
C (0.24, -1.94, 5.42)
C (-0.60, -0.89, 5.56)
C (-1.00, -0.12, 4.43)
C (-1.89, 0.97, 4.61)
C (-2.29, 1.71, 3.55)
C (-1.81, 1.41, 2.25)
C (-0.95, 0.39, 2.04)
C (-0.52, -0.44, 3.13)
H (1.37, -3.15, 4.02)
H (0.54, -2.52, 6.28)
H (-0.98, -0.61, 6.53)
H (-2.24, 1.19, 5.61)
H (-2.98, 2.53, 3.70)
H (-2.16, 2.00, 1.40)
C (0.60, 3.85, -0.10)
C (1.61, 2.87, 0.35)
N (1.54, 1.55, 0.30)
C (2.72, 1.06, 0.84)
C (3.51, 2.10, 1.22)
N (2.79, 3.23, 0.90)
H (-0.31, 3.33, -0.39)
H (0.97, 4.41, -0.97)
H (0.37, 4.57, 0.69)
H (2.91, 0.01, 0.92)
H (4.48, 2.13, 1.67)
H (3.08, 4.18, 1.06)

The expectation value of S² is 0.7565. For the total energy, the calculation gives -68852.4860 eV. For the gap between HOMO and LUMO (spin up / spin down), the calculation gives 7.58 / 6.65 eV. The calculation puts the LUMO energy (spin up / spin down) at 0.0158 / -0.0309 Ha. Its multiplicity is 2.

natural (NBO) population analysis, charges in e, atoms 1 to 4:
1. Au 0.9124
2. C -0.6220
3. C -0.0650
4. O -0.8476

=====

Entry 4:
ORCA calculation (the ωB97M-V functional and the def2-TZVPD basis) on a structure of composition CBrF2O3S at a distorted geometry.

Cartesian coordinates (Å):
C (2.61, 0.37, 0.80)
O (-2.71, -0.27, 0.13)
O (-0.48, 0.22, 0.94)
O (-1.24, 1.15, -1.21)
F (2.53, -0.88, 1.36)
F (-0.87, -1.10, -1.11)
S (-1.40, 0.17, -0.17)
Br (1.56, 0.35, -0.73)

Its total charge is -1. For the total energy, the calculation gives -93491.4718 eV. For the gap between HOMO and LUMO (spin up / spin down), the calculation gives 8.91 / 8.91 eV. The calculation puts the LUMO energy (spin up / spin down) at 0.1096 / 0.1096 Ha.

natural (NBO) population analysis, charges in e, atoms 1 to 4:
1. C 0.2107
2. O -0.9847
3. O -1.0036
4. O -1.0050

=====

Entry 5:
ORCA calculation (the ωB97M-V functional and the def2-TZVPD basis) on a structure of composition C3H8NO2 at a distorted geometry.

Cartesian coordinates (Å):
C (-0.88, 0.88, -1.10)
C (-0.80, -0.21, 0.63)
C (0.79, -0.24, 1.39)
N (-0.45, -0.51, -0.86)
O (-1.31, 0.99, 0.23)
O (1.72, -0.06, 0.34)
H (-0.04, 1.59, -1.38)
H (-1.64, 1.15, -1.82)
H (-1.52, -0.88, 1.09)
H (1.03, -1.12, 1.90)
H (0.70, 0.44, 2.25)
H (-0.98, -1.37, -1.37)
H (0.61, -0.56, -1.14)
H (2.53, 0.44, 0.69)

The expectation value of S² is 2.0068. Its total charge is +1. For the total energy, the calculation gives -8809.7923 eV. For the gap between HOMO and LUMO (spin up / spin down), the calculation gives 5.56 / 7.23 eV. The calculation puts the LUMO energy (spin up / spin down) at -0.1142 / -0.3291 Ha. Its multiplicity is 3.

natural (NBO) population analysis, charges in e, atoms 1 to 4:
1. C -0.0916
2. C 0.0043
3. C -0.0040
4. N -0.7516

=====

Entry 6:
ORCA calculation (the ωB97M-V functional and the def2-TZVPD basis) on an isolated molecule of C6H10O2 at a distorted geometry.

Cartesian coordinates (Å):
C (-2.02, 0.08, -0.03)
C (-1.28, -1.23, -0.11)
C (-0.06, -0.67, 0.41)
C (2.15, -0.18, -0.13)
C (1.44, 1.16, 0.16)
C (0.05, 0.73, -0.36)
H (-2.68, 0.21, -0.95)
H (-2.66, 0.14, 0.92)
H (-1.34, -1.61, -1.08)
H (-1.52, -2.14, 0.61)
H (-0.11, -0.38, 1.49)
H (2.63, 0.06, -1.00)
H (2.96, -0.38, 0.55)
H (0.90, 1.48, 1.25)
H (1.90, 2.06, -0.34)
H (-0.45, 0.51, -1.37)
O (1.14, -1.24, -0.04)
O (-1.30, 1.33, 0.08)

For the total energy, the calculation gives -10474.5844 eV. For the gap between HOMO and LUMO, the calculation gives 10.50 eV. Its SMILES is C1C[C@H]2OCC[C@@H]2O1. The calculation puts the LUMO energy at 0.0393 Ha.

natural (NBO) population analysis, charges in e, atoms 1 to 4:
1. C -0.1102
2. C -0.4661
3. C 0.0739
4. C -0.0776